# 1
A structure of composition C13H11Br2CsN2Se4, computed with ωB97M-V/def2-TZVPD.

As for the lowest unoccupied orbital energy (alpha / beta): 2.4 / 2.3 eV. As for the HOMO energy (alpha / beta): 0.153 / 0.176 eV. The calculation puts the total energy at -15385.31759 hartree. The calculation puts the gap between HOMO and LUMO (alpha / beta) at 2.20 / 2.14 eV.

ORCA input file:
```
! wB97M-V def2-TZVPD RIJCOSX def2/J DEFGRID3
* xyz -2 1
Cs 1.453 -1.191 1.014
Br 3.212 -4.288 -1.089
C 3.917 -4.972 1.084
Br 3.859 -3.624 2.422
H 4.929 -5.299 0.885
H 3.223 -5.772 1.305
C -2.947 3.795 1.745
C -2.279 2.752 2.373
C -1.630 1.789 1.632
C -1.624 1.837 0.232
C -2.291 2.906 -0.390
C -2.945 3.860 0.359
N -0.872 0.935 -0.475
N -1.276 0.651 -1.655
C -0.516 -0.134 -2.459
C -0.717 0.082 -3.838
C -0.114 -0.724 -4.776
C 0.727 -1.749 -4.368
C 0.994 -1.896 -3.011
C 0.344 -1.173 -2.030
H -3.468 4.546 2.324
H -2.241 2.697 3.452
H -1.129 0.979 2.144
H -2.271 2.960 -1.470
H -3.452 4.673 -0.146
H -1.308 0.940 -4.134
H -0.284 -0.545 -5.832
H 1.169 -2.420 -5.097
H 1.712 -2.655 -2.719
Se 2.201 2.930 5.194
Se 1.355 0.924 4.621
Se 1.486 -0.366 6.610
Se 0.783 -2.449 6.092
*
```

***

# 2
A cluster of 2 separate species, C2H3ClN2 in total, computed with ωB97M-V/def2-TZVPD.

As for the lowest unoccupied orbital energy: 0.6 eV. As for the HOMO energy: -10.837 eV. The calculation puts the total energy at -647.65884 hartree. The calculation puts the gap between HOMO and LUMO at 11.47 eV. As for the SMILES: [H]/N=C\Cl.C#N.

ORCA input file:
```
! wB97M-V def2-TZVPD RIJCOSX def2/J DEFGRID3
* xyz 0 1
H -1.431 1.069 1.488
N -0.686 1.482 0.912
C -0.704 1.089 -0.268
Cl -1.304 -0.448 -0.877
H -0.150 1.665 -1.040
C 1.441 -1.639 -0.020
N 2.317 -1.180 -0.594
H 0.517 -2.038 0.399
*
```

***

# 3
A structure of composition C47H35Br2N4ORuSb, computed with ωB97M-V/def2-TZVPD.

As for the lowest unoccupied orbital energy (alpha / beta): -7.4 / -7.6 eV. As for the HOMO energy (alpha / beta): -12.807 / -12.741 eV. The calculation puts the total energy at -7588.97526 hartree. The calculation puts the gap between HOMO and LUMO (alpha / beta) at 5.41 / 5.10 eV.

ORCA input file:
```
! wB97M-V def2-TZVPD RIJCOSX def2/J DEFGRID3
* xyz 2 1
Ru -1.175 0.774 0.797
Br -2.920 -1.418 5.015
C -1.301 -0.511 4.765
C -0.422 -0.312 5.820
C 0.753 0.391 5.635
Br 1.867 0.679 7.118
C 1.112 0.927 4.360
C 2.280 1.653 4.073
C 2.481 2.126 2.797
C 1.529 1.886 1.808
N 0.414 1.207 2.051
C 0.210 0.724 3.303
C -1.015 -0.002 3.477
O -1.790 -0.146 2.464
H -0.670 -0.698 6.798
H 3.004 1.840 4.854
H 3.373 2.683 2.547
H 1.665 2.252 0.800
N -0.692 2.004 -0.489
C -0.383 2.797 -1.416
C -0.015 2.251 -2.754
C 1.076 2.757 -3.458
C 1.389 2.241 -4.705
C 0.598 1.247 -5.267
C -0.489 0.741 -4.567
C -0.783 1.223 -3.302
C -0.395 4.263 -1.192
C -0.674 5.141 -2.240
C -0.710 6.507 -2.010
C -0.467 7.007 -0.739
C -0.200 6.138 0.311
C -0.172 4.773 0.090
H 1.680 3.544 -3.024
H 2.239 2.627 -5.251
H 0.824 0.872 -6.256
H -1.112 -0.023 -5.014
H -1.634 0.848 -2.744
H -0.889 4.754 -3.227
H -0.931 7.181 -2.826
H -0.491 8.074 -0.564
H -0.010 6.530 1.301
H 0.035 4.088 0.903
N -5.069 0.974 -0.703
C -3.871 1.437 -0.317
N -3.024 0.460 -0.061
C -3.714 -0.728 -0.294
C -3.327 -2.063 -0.195
C -4.259 -3.028 -0.511
C -5.556 -2.690 -0.924
C -5.957 -1.376 -1.031
C -5.016 -0.407 -0.705
H -5.873 1.532 -0.940
H -3.633 2.486 -0.245
H -2.332 -2.342 0.122
H -3.985 -4.072 -0.440
H -6.253 -3.481 -1.163
H -6.954 -1.110 -1.356
C 1.323 -4.509 -3.709
C 1.415 -3.140 -3.917
C 1.098 -2.258 -2.895
C 0.701 -2.759 -1.662
C 0.573 -4.125 -1.453
C 0.896 -4.998 -2.483
Sb 0.437 -1.417 -0.001
C 2.425 -0.622 0.062
C 3.285 -0.848 1.130
C 4.570 -0.321 1.107
C 4.994 0.446 0.031
C 4.126 0.697 -1.024
C 2.845 0.165 -1.009
C 0.502 -2.876 1.567
C 1.688 -3.591 1.735
C 1.777 -4.562 2.719
C 0.679 -4.843 3.521
C -0.513 -4.161 3.329
C -0.603 -3.171 2.357
H 1.577 -5.196 -4.504
H 1.736 -2.753 -4.876
H 1.165 -1.194 -3.067
H 0.226 -4.513 -0.505
H 0.816 -6.065 -2.319
H 2.972 -1.440 1.982
H 5.245 -0.515 1.931
H 6.001 0.842 0.010
H 4.448 1.295 -1.867
H 2.171 0.375 -1.834
H 2.535 -3.399 1.085
H 2.700 -5.111 2.851
H 0.749 -5.602 4.289
H -1.383 -4.403 3.924
H -1.545 -2.657 2.215
*
```